1.
# C4H13N3O

A 3-piece molecular cluster, C4H13N3O overall in a non-equilibrium geometry (ωB97M-V/def2-TZVPD, the Open Molecules 2025 dataset).

Values from the calculation:
* LUMO: -0.199 eV
* HOMO-LUMO gap: 6.5 eV
* relative energy (zero: lowest compared OMol25 entry of this formula, charge and spin): 113.6 kcal per mole
* highest occupied orbital energy: -6.7 eV

The geometry in XYZ format:
```
21
C4H13N3O | the Open Molecules 2025 dataset | ωB97M-V/def2-TZVPD
C -2.299 0.724 1.311
C 0.554 -0.046 1.550
N -1.035 0.855 0.604
H -0.821 1.812 0.348
H -3.157 1.021 0.702
H -2.301 1.335 2.219
H -2.431 -0.318 1.606
H 0.125 -1.029 1.673
H 0.421 0.631 2.386
H 1.535 -0.058 1.091
C 1.256 1.022 -1.804
N 0.222 -0.968 -0.865
C 1.367 -0.425 -1.371
N 0.368 -2.285 -0.456
O 2.432 -1.039 -1.470
H -0.865 0.136 -0.262
H -0.391 -2.853 -0.809
H 1.277 -2.664 -0.720
H 1.658 1.670 -1.023
H 0.227 1.315 -2.010
H 1.859 1.163 -2.700
```

List of Mulliken charges in e, atom by atom: number 1, C, carries -0.8915; number 2, C, carries -0.6467; number 3, N, carries -0.3906; number 4, H, carries 0.2990; number 5, H, carries 0.3428; number 6, H, carries 0.3307; number 7, H, carries 0.3095; number 8, H, carries 0.3807; number 9, H, carries 0.3190; number 10, H, carries 0.3252; number 11, C, carries -0.9937; number 12, N, carries -0.4453; number 13, C, carries 0.6858; number 14, N, carries -0.6192; number 15, O, carries -0.7229; number 16, H, carries 0.4379; number 17, H, carries 0.1912; number 18, H, carries 0.2482; number 19, H, carries 0.1879; number 20, H, carries 0.3071; number 21, H, carries 0.3448

2.
# C12H19CoFO4SSb

C12H19CoFO4SSb as an isolated structure in a non-equilibrium geometry (ωB97M-V/def2-TZVPD, the Open Molecules 2025 dataset).

Values from the calculation:
* LUMO (spin up / spin down): 2.593 / 2.042 eV
* <S²>: 3.761
* HOMO-LUMO gap (spin up / spin down): 6.3 / 5.7 eV
* relative energy (zero: lowest compared OMol25 entry of this formula, charge and spin): 33.6 kcal per mole
* net charge: -1
* 2S+1: 4
* highest occupied orbital energy (spin up / spin down): -3.7 / -3.7 eV

The geometry in XYZ format:
```
39
C12H19CoFO4SSb | the Open Molecules 2025 dataset | ωB97M-V/def2-TZVPD
Co -11.833 -11.741 0.582
O -14.712 -12.365 0.891
S -13.856 -12.267 2.109
O -14.516 -12.165 3.431
O -13.060 -10.780 1.814
O -12.670 -13.258 2.027
F -5.825 -10.858 -0.807
C -7.103 -11.342 -0.414
C -7.856 -12.289 -1.150
C -9.180 -12.582 -0.782
C -9.819 -11.934 0.314
C -8.964 -11.285 1.197
C -7.652 -10.927 0.800
H -7.390 -12.817 -1.990
H -9.796 -13.277 -1.383
H -9.361 -10.953 2.159
H -7.061 -10.275 1.423
C -9.260 -8.101 3.886
C -10.381 -8.685 4.738
Sb -12.230 -9.686 3.816
C -11.895 -8.374 2.092
C -11.849 -6.876 2.444
C -14.175 -9.021 4.530
C -14.116 -8.411 5.880
H -8.272 -8.219 4.374
H -9.499 -7.031 3.750
H -9.195 -8.493 2.881
H -10.821 -7.934 5.378
H -10.053 -9.478 5.453
H -12.694 -8.529 1.383
H -10.991 -8.774 1.666
H -12.870 -6.541 2.596
H -11.463 -6.283 1.625
H -11.260 -6.681 3.320
H -14.802 -9.916 4.432
H -14.427 -8.341 3.711
H -13.742 -9.088 6.636
H -15.101 -8.038 6.203
H -13.570 -7.455 5.858
```

List of Mulliken charges in e, atom by atom: number 1, Co, carries 0.0410; number 2, O, carries -0.6614; number 3, S, carries 1.3876; number 4, O, carries -0.6293; number 5, O, carries -0.5176; number 6, O, carries -0.6735; number 7, F, carries -0.3111; number 8, C, carries 0.3238; number 9, C, carries -0.3833; number 10, C, carries -0.2078; number 11, C, carries -0.1003; number 12, C, carries -0.1427; number 13, C, carries -0.4205; number 14, H, carries 0.3427; number 15, H, carries 0.3085; number 16, H, carries 0.4077; number 17, H, carries 0.4036; number 18, C, carries -0.9075; number 19, C, carries -1.1517; number 20, Sb, carries 0.6165; number 21, C, carries -0.8695; number 22, C, carries -1.1818; number 23, C, carries -0.7543; number 24, C, carries -1.1470; number 25, H, carries 0.3234; number 26, H, carries 0.2970; number 27, H, carries 0.1777; number 28, H, carries 0.4995; number 29, H, carries 0.4714; number 30, H, carries 0.5627; number 31, H, carries 0.2533; number 32, H, carries 0.3378; number 33, H, carries 0.3492; number 34, H, carries 0.2497; number 35, H, carries 0.3611; number 36, H, carries 0.3943; number 37, H, carries 0.2919; number 38, H, carries 0.3661; number 39, H, carries 0.2930